Molecular formula: C79H206AgF6N17O22Pd
Method: DFT, ωB97M-V/def2-TZVPD

Values from the calculation:
- orbital gap (alpha / beta) (eV) = 7.420 / 7.404
- net charge = 0
- 2S+1 = 3
- lowest unoccupied orbital energy (alpha / beta) (Ha) = 0.01484 / 0.01461

Geometry (Å):
Pd (-36.8646, 8.6662, -6.8730)
Ag (-34.5291, 7.7738, -4.7412)
C (-35.6092, 11.2417, -4.9050)
O (-36.7075, 11.8648, -5.6195)
O (-35.8100, 9.8905, -5.2981)
C (-34.2216, 11.9688, -5.1393)
F (-34.2217, 13.1965, -4.6466)
F (-33.1944, 11.2412, -4.6247)
F (-34.0306, 12.0343, -6.4552)
C (-37.0313, 13.2113, -5.1833)
C (-38.4220, 13.5122, -5.7592)
H (-39.0561, 12.6465, -5.5680)
H (-38.9319, 14.3773, -5.3353)
H (-38.3940, 13.6104, -6.8444)
H (-36.3427, 14.0105, -5.4577)
H (-37.1052, 13.2731, -4.0975)
H (-35.8676, 11.2622, -3.8462)
C (-33.4780, 7.3357, -7.6689)
O (-32.7291, 7.5407, -6.4576)
O (-34.8233, 7.7168, -7.4826)
C (-32.7168, 7.6008, -9.0792)
F (-33.2904, 6.9497, -10.0840)
F (-32.4949, 8.8905, -9.3988)
F (-31.5192, 7.0749, -8.9732)
C (-32.0344, 8.7769, -6.3542)
C (-31.3491, 8.7349, -4.9756)
H (-32.0862, 8.8844, -4.1867)
H (-31.0002, 7.7121, -4.8334)
H (-30.5643, 9.4913, -4.9719)
H (-32.5611, 9.7276, -6.4369)
H (-31.2677, 8.7897, -7.1289)
H (-33.5880, 6.2556, -7.5725)
C (-38.2035, 5.0034, -4.5240)
C (-37.0787, 5.5422, -5.4805)
C (-37.1726, 4.9020, -6.8936)
O (-37.1356, 6.9266, -5.4512)
H (-38.1376, 5.3407, -3.4896)
H (-38.2461, 3.9180, -4.6136)
H (-39.1999, 5.3263, -4.8257)
H (-36.1536, 5.1747, -5.0364)
H (-37.1433, 3.8148, -6.8214)
H (-36.4267, 5.2390, -7.6134)
H (-38.1428, 5.0611, -7.3643)
C (-35.7968, 7.1718, -1.4632)
C (-34.2496, 7.3731, -1.5925)
C (-33.3812, 6.2413, -2.1352)
O (-33.7595, 5.7306, -3.3898)
C (-32.7981, 4.6875, -3.8444)
N (-34.0570, 8.5160, -2.4747)
H (-36.2805, 7.0513, -2.4325)
H (-36.2567, 8.0417, -0.9943)
H (-36.1076, 6.2953, -0.8948)
H (-33.8796, 7.7122, -0.6249)
H (-33.3672, 5.4278, -1.4097)
H (-32.3677, 6.6231, -2.2582)
H (-33.1749, 4.4221, -4.8321)
H (-32.8537, 3.9179, -3.0745)
H (-31.7616, 5.0167, -3.9176)
H (-34.5057, 9.3352, -2.0902)
H (-33.0700, 8.7038, -2.3711)
C (-35.7643, 7.6172, -14.4171)
C (-36.9538, 6.9025, -15.0890)
C (-38.3126, 7.4373, -14.5724)
O (-39.4240, 6.7630, -15.2282)
C (-40.6771, 7.5057, -15.1050)
N (-36.7165, 7.0111, -16.5193)
H (-35.7163, 8.6943, -14.5777)
H (-34.7991, 7.3068, -14.8172)
H (-35.7356, 7.5408, -13.3301)
H (-36.8519, 5.8536, -14.8107)
H (-38.3195, 8.5137, -14.7438)
H (-38.4391, 7.3922, -13.4907)
H (-40.6514, 8.5247, -15.4913)
H (-41.1190, 7.4922, -14.1088)
H (-41.4355, 7.0649, -15.7521)
H (-37.5710, 6.6941, -16.9545)
H (-36.6867, 8.0130, -16.6439)
C (-33.2101, 0.3287, -12.9726)
C (-33.2024, 1.6066, -13.9040)
C (-33.5917, 2.8913, -13.1721)
O (-34.9797, 2.8338, -12.8114)
C (-35.4805, 4.0374, -12.2701)
N (-31.8895, 1.8126, -14.3882)
H (-34.1583, 0.1206, -12.4770)
H (-32.3370, 0.3061, -12.3204)
H (-33.0587, -0.4942, -13.6711)
H (-33.9113, 1.3246, -14.6825)
H (-33.3171, 3.7972, -13.7126)
H (-33.1355, 2.9356, -12.1832)
H (-34.8841, 4.3759, -11.4229)
H (-36.4968, 3.9586, -11.8840)
H (-35.4099, 4.7717, -13.0725)
H (-32.0179, 2.6042, -15.0020)
H (-31.6440, 0.9864, -14.9147)
C (-33.4690, 0.9455, -4.7980)
C (-32.1378, 0.1754, -4.8587)
C (-31.0234, 0.6763, -3.8615)
O (-30.5395, 1.9889, -4.2245)
C (-29.7721, 2.6585, -3.2166)
N (-32.3575, -1.2079, -4.5453)
H (-33.7374, 1.0338, -3.7453)
H (-34.2812, 0.3381, -5.1971)
H (-33.4164, 1.9341, -5.2540)
H (-31.7776, 0.1179, -5.8858)
H (-30.1981, -0.0348, -3.8262)
H (-31.4097, 0.6548, -2.8425)
H (-29.4394, 3.4985, -3.8265)
H (-28.8506, 2.1222, -2.9904)
H (-30.3588, 2.8708, -2.3228)
H (-32.6514, -1.3619, -3.5914)
H (-31.4264, -1.5929, -4.4750)
C (-35.3744, 9.7251, -10.3063)
C (-35.4720, 10.5782, -9.0541)
C (-35.4150, 12.0637, -9.4579)
O (-36.5539, 12.3945, -10.2367)
C (-36.9049, 13.7913, -10.4626)
N (-36.7150, 10.3734, -8.3783)
H (-36.1843, 9.7931, -11.0326)
H (-35.5009, 8.6756, -10.0404)
H (-34.4804, 10.0830, -10.8169)
H (-34.7005, 10.3781, -8.3105)
H (-34.5265, 12.2579, -10.0585)
H (-35.3541, 12.6996, -8.5748)
H (-36.1134, 14.3882, -10.9159)
H (-37.1555, 14.3343, -9.5513)
H (-37.6542, 13.8380, -11.2529)
H (-37.2833, 10.9366, -8.9947)
H (-36.6480, 11.0772, -7.6570)
C (-24.8133, 9.1585, -6.4729)
C (-24.8804, 7.6392, -6.6361)
C (-26.2798, 7.1604, -6.2530)
O (-26.6588, 7.3957, -4.9240)
C (-27.8512, 6.8667, -4.4961)
N (-24.6265, 7.2439, -8.0114)
H (-25.5454, 9.6424, -7.1195)
H (-23.7771, 9.4269, -6.6785)
H (-25.0341, 9.5041, -5.4630)
H (-24.1048, 7.2623, -5.9695)
H (-26.2871, 6.0770, -6.3725)
H (-27.0229, 7.5775, -6.9326)
H (-27.8818, 6.8918, -3.4068)
H (-28.0223, 5.8035, -4.6648)
H (-28.6846, 7.4407, -4.9012)
H (-24.6344, 6.2392, -8.1143)
H (-25.4879, 7.4024, -8.5145)
C (-28.9083, 9.8033, -1.5529)
C (-30.3223, 9.2567, -1.2072)
C (-30.2726, 7.7996, -0.6509)
O (-29.8117, 6.8616, -1.5801)
C (-29.3466, 5.6517, -0.9439)
N (-30.9887, 10.1223, -0.2341)
H (-29.0066, 10.8252, -1.9192)
H (-28.5743, 9.0579, -2.2746)
H (-28.3473, 9.7853, -0.6185)
H (-30.8751, 9.2441, -2.1465)
H (-31.1903, 7.4444, -0.1822)
H (-29.6404, 7.7653, 0.2364)
H (-28.8310, 5.8193, 0.0017)
H (-28.5564, 5.1710, -1.5207)
H (-30.1177, 4.8947, -0.8004)
H (-30.5412, 10.1030, 0.6712)
H (-30.9572, 11.0937, -0.5086)
C (-31.0319, 10.9706, -12.6690)
C (-30.9408, 9.7311, -13.5122)
C (-31.5451, 8.5059, -12.8176)
O (-31.3345, 7.3039, -13.5018)
C (-31.7529, 6.0964, -12.8185)
N (-31.7404, 10.0283, -14.7275)
H (-30.4249, 10.9767, -11.7637)
H (-32.0423, 11.3026, -12.4303)
H (-30.4374, 11.7875, -13.0782)
H (-29.8982, 9.5435, -13.7686)
H (-32.5663, 8.8074, -12.5846)
H (-31.0850, 8.3592, -11.8404)
H (-32.8343, 6.0527, -12.9474)
H (-31.5470, 6.0354, -11.7498)
H (-31.3771, 5.2703, -13.4221)
H (-31.4520, 10.8889, -15.1705)
H (-31.5069, 9.2984, -15.3853)
C (-29.6780, 5.1010, -7.2604)
C (-29.9312, 4.1564, -8.4237)
C (-31.3235, 3.4798, -8.4275)
O (-31.5560, 2.4963, -9.4318)
C (-32.7456, 1.7298, -9.3443)
N (-29.7341, 4.9809, -9.5556)
H (-29.8922, 4.5573, -6.3402)
H (-30.3614, 5.9453, -7.1695)
H (-28.6704, 5.5040, -7.3621)
H (-29.1026, 3.4550, -8.3262)
H (-32.0673, 4.2707, -8.3313)
H (-31.3512, 2.9017, -7.5038)
H (-33.6078, 2.3881, -9.4508)
H (-32.9065, 1.2837, -8.3629)
H (-32.7467, 0.9226, -10.0768)
H (-29.6781, 4.3062, -10.3052)
H (-30.5945, 5.4780, -9.7362)
C (-30.9532, 13.8153, 1.8783)
C (-29.7603, 13.7365, 0.9126)
C (-29.9097, 14.0392, -0.6519)
O (-30.6780, 12.9713, -1.2135)
C (-30.9658, 13.1520, -2.5616)
N (-28.8582, 14.6791, 1.4907)
H (-31.6843, 13.0569, 1.5981)
H (-31.3000, 14.8475, 1.9271)
H (-30.7728, 13.4674, 2.8954)
H (-29.3547, 12.7278, 0.9903)
H (-28.9328, 14.0157, -1.1350)
H (-30.4276, 14.9709, -0.8795)
H (-31.6605, 13.9774, -2.7170)
H (-31.3907, 12.2215, -2.9382)
H (-30.0273, 13.3858, -3.0641)
H (-29.2221, 15.5782, 1.7722)
H (-28.1571, 14.9211, 0.8052)
C (-37.3956, 6.3205, -10.2846)
C (-38.4060, 7.3758, -9.8806)
C (-39.9815, 7.0538, -10.1657)
O (-40.2775, 5.7402, -9.7252)
C (-41.5314, 5.2774, -10.2110)
N (-38.2514, 7.6364, -8.4144)
H (-36.4311, 6.6680, -9.9142)
H (-37.2583, 6.2422, -11.3631)
H (-37.6668, 5.3702, -9.8248)
H (-38.2054, 8.3328, -10.3623)
H (-40.1607, 7.0367, -11.2408)
H (-40.6390, 7.7506, -9.6459)
H (-42.3691, 5.8069, -9.7573)
H (-41.5837, 4.2058, -10.0182)
H (-41.6367, 5.5665, -11.2567)
H (-39.1367, 7.8828, -7.9952)
H (-38.1359, 6.7087, -8.0321)
C (-34.1862, 9.8172, 1.8335)
C (-35.1514, 11.0632, 1.5065)
C (-35.8477, 10.9933, 0.1093)
O (-34.9153, 10.9206, -0.9932)
C (-34.0710, 12.0872, -1.1272)
N (-36.0947, 11.0423, 2.6058)
H (-34.7956, 8.9161, 1.7648)
H (-33.7804, 9.8168, 2.8452)
H (-33.3298, 9.8728, 1.1614)
H (-34.5925, 11.9986, 1.4803)
H (-36.5281, 11.8401, 0.0192)
H (-36.4066, 10.0671, -0.0242)
H (-34.6475, 13.0096, -1.0570)
H (-33.4583, 11.9534, -2.0187)
H (-33.2711, 11.9834, -0.3941)
H (-36.9093, 11.5120, 2.2370)
H (-36.4776, 10.1084, 2.6435)
C (-28.2723, 11.0760, -5.7672)
C (-28.6778, 11.9904, -6.9507)
C (-30.2119, 11.9584, -7.2428)
O (-30.5455, 12.5850, -8.4534)
C (-31.8341, 12.3542, -8.8348)
N (-28.2255, 13.2691, -6.5138)
H (-28.3525, 10.0900, -6.2248)
H (-28.9035, 11.2331, -4.8925)
H (-27.2339, 11.2887, -5.5130)
H (-28.1158, 11.7371, -7.8496)
H (-30.7368, 12.4282, -6.4110)
H (-30.3949, 10.8843, -7.2745)
H (-31.8315, 12.6375, -9.8873)
H (-32.4493, 12.9626, -8.1719)
H (-32.0570, 11.2888, -8.7771)
H (-27.3283, 13.1947, -6.0560)
H (-28.2635, 13.8806, -7.3168)
C (-29.1685, 1.2663, -11.9875)
C (-29.0924, 2.7987, -12.2387)
C (-28.5695, 3.2390, -13.6606)
O (-27.2101, 2.9393, -13.8769)
C (-26.9459, 3.0867, -15.3198)
N (-30.4032, 3.2468, -11.8618)
H (-29.4359, 1.0410, -10.9552)
H (-28.2663, 0.8068, -12.3913)
H (-29.9610, 0.9835, -12.6804)
H (-28.2639, 3.2516, -11.6940)
H (-28.7044, 4.3205, -13.6750)
H (-29.2616, 2.7861, -14.3706)
H (-27.7910, 2.7158, -15.8997)
H (-26.0480, 2.5119, -15.5467)
H (-26.8125, 4.1253, -15.6225)
H (-31.0485, 2.9753, -12.5899)
H (-30.6374, 2.8130, -10.9803)
C (-28.9618, 8.6007, -9.0516)
C (-28.2680, 7.8246, -10.1612)
C (-27.6870, 8.7087, -11.3757)
O (-26.9637, 7.9293, -12.3046)
C (-27.8122, 6.8877, -12.8235)
N (-27.2719, 6.9082, -9.6169)
H (-28.3152, 9.2947, -8.5146)
H (-29.4001, 8.0760, -8.2026)
H (-29.7443, 9.2751, -9.3992)
H (-29.1229, 7.2728, -10.5520)
H (-27.0143, 9.4867, -11.0147)
H (-28.5555, 9.1792, -11.8364)
H (-28.8281, 7.1000, -13.1565)
H (-27.9887, 6.0393, -12.1624)
H (-27.2554, 6.4496, -13.6518)
H (-27.8227, 6.1861, -9.1749)
H (-26.6656, 6.5107, -10.3202)
C (-40.1967, 10.6305, -8.1011)
C (-40.1040, 10.2331, -6.6098)
C (-41.0549, 9.0684, -6.2100)
O (-40.7747, 7.9798, -7.0899)
C (-41.4008, 6.8033, -6.6078)
N (-38.7113, 9.9682, -6.3273)
H (-39.4536, 11.3782, -8.3784)
H (-41.1955, 10.9925, -8.3448)
H (-40.2016, 9.7458, -8.7378)
H (-40.3383, 11.0298, -5.9038)
H (-42.1107, 9.3351, -6.2572)
H (-40.7975, 8.9073, -5.1631)
H (-42.4859, 6.8104, -6.5052)
H (-41.0340, 6.5373, -5.6164)
H (-41.3298, 5.9960, -7.3368)
H (-38.2244, 10.8479, -6.2313)
H (-38.7472, 9.6897, -5.3572)
C (-26.3383, 12.7499, -2.7350)
C (-25.2482, 13.6975, -3.1476)
C (-24.6463, 13.4675, -4.5839)
O (-25.6700, 13.1868, -5.5252)
C (-25.1025, 12.9496, -6.8111)
N (-25.8985, 14.9865, -3.1172)
H (-26.8144, 12.9590, -1.7770)
H (-25.9037, 11.7585, -2.6071)
H (-27.1676, 12.6668, -3.4374)
H (-24.4285, 13.6951, -2.4291)
H (-23.9433, 12.6368, -4.5211)
H (-24.1744, 14.3868, -4.9310)
H (-25.7999, 12.7040, -7.6119)
H (-24.4911, 12.0502, -6.7372)
H (-24.4585, 13.7833, -7.0909)
H (-25.4063, 15.7407, -3.5743)
H (-26.6636, 14.8779, -3.7676)

---

Molecular formula: C7Cl4NO2S
Method: DFT, ωB97M-V/def2-TZVPD

Values from the calculation:
- orbital gap (eV) = 6.820
- net charge = -1
- energy relative to the best compared isomer or geometry (same formula, charge and spin) (eV) = 0.000
- lowest unoccupied orbital energy (Ha) = 0.06202

Geometry (Å):
S (0.7864, 2.3206, 0.0007)
C (-0.7872, 2.7984, 0.0005)
N (-1.9052, 3.1898, 0.0004)
Cl (1.5438, 0.0707, 2.7242)
C (0.7200, -0.2900, 1.2762)
C (-0.4591, -0.9595, 1.2647)
Cl (-1.2798, -1.3737, 2.7002)
C (-1.1455, -1.3548, -0.0015)
O (-2.2173, -1.9496, -0.0021)
C (-0.4570, -0.9589, -1.2661)
Cl (-1.2756, -1.3725, -2.7027)
C (0.7221, -0.2896, -1.2754)
Cl (1.5480, 0.0714, -2.7218)
C (1.4897, 0.0094, 0.0008)
O (2.7168, 0.0882, 0.0021)